Entry i
DFT (the ωB97M-V functional and the def2-TZVPD basis) results for a cluster of 2 separate species, C4H3NOS2 in total.

* Kohn-Sham gap: 8.5889 eV

Structure (XYZ):
```
11
C4H3NOS2 the ωB97M-V functional and the def2-TZVPD basis
C -1.542 0.028 0.319
C -1.542 -0.593 -0.818
C 0.683 -0.424 0.402
C 2.742 1.429 -0.681
N -0.388 0.123 1.021
O 2.668 0.956 -1.707
S 0.168 -1.049 -1.134
S 2.135 -0.625 1.117
H -2.371 0.464 0.953
H -2.379 -0.735 -1.461
H -0.172 0.426 1.990
```

Atomic partial charges in e from the Löwdin method, atoms 1 to 5:
1. C -0.27
2. C -0.33
3. C -1.20
4. C -0.09
5. N -0.05

=====

Entry ii
DFT (the ωB97M-V functional and the def2-TZVPD basis) results for an isolated molecule of C4H3NOS2.

* Kohn-Sham gap: 7.4997 eV
* SMILES: CC1=NC(=O)SC1=S

Structure (XYZ):
```
11
C4H3NOS2 the ωB97M-V functional and the def2-TZVPD basis
C 2.294 -0.707 -0.779
C 0.847 -0.573 -0.447
N -0.017 -1.457 -0.797
C -1.332 -1.133 -0.396
O -2.304 -1.781 -0.592
S -1.390 0.469 0.487
C 0.324 0.636 0.301
S 1.253 1.862 0.809
H 2.631 0.135 -1.359
H 2.446 -1.644 -1.309
H 2.869 -0.687 0.163
```

Atomic partial charges in e from the Löwdin method, atoms 1 to 5:
1. C -0.04
2. C -0.40
3. N 0.15
4. C -0.70
5. O 0.08

=====

Which of them is most stable, and which least? Most stable: entry ii; least stable: entry i.

=====

Entry i
DFT (the ωB97M-V functional and the def2-TZVPD basis) results for a structure of composition C17H18BN7O3SSr.

* Kohn-Sham gap (alpha / beta): 3.9747 / 3.9741 eV

Structure (XYZ):
```
48
C17H18BN7O3SSr the ωB97M-V functional and the def2-TZVPD basis
H 0.341 -1.340 -2.463
N 0.613 0.771 -1.717
B 0.894 3.271 -1.528
N 0.721 1.928 -2.381
C 0.754 1.699 -3.706
Sr 0.877 0.328 0.700
H 0.747 2.554 -4.388
C 0.732 0.349 -3.920
H 0.805 -0.179 -4.860
C 0.757 -0.307 -2.629
H 1.055 4.237 -2.180
C 0.514 1.188 3.001
H 1.013 0.741 3.927
H -0.592 0.912 2.809
H 0.432 2.275 3.115
N 2.060 3.071 -0.553
N -0.515 3.214 -0.811
N 2.142 1.938 0.314
N -0.827 2.148 0.000
C 3.059 3.919 -0.267
C -1.569 4.050 -0.901
H 3.060 4.898 -0.770
H -1.515 4.923 -1.545
C 3.873 3.404 0.734
C -2.592 3.529 -0.100
C 3.243 2.209 1.097
C -2.067 2.354 0.456
H 4.755 3.875 1.144
H -3.549 3.966 0.062
H 3.456 1.599 1.962
H -2.510 1.671 1.185
H 1.561 -0.536 -1.627
O -1.532 -1.122 1.647
C -1.224 -2.116 1.017
N -0.243 -2.089 0.043
S 0.415 -3.542 -0.321
O 0.320 -3.887 -1.725
O 1.696 -3.682 0.327
C -0.842 -4.417 0.589
C -1.045 -5.785 0.667
C -2.107 -6.276 1.434
C -2.950 -5.372 2.095
C -2.744 -3.998 2.005
C -1.658 -3.529 1.256
H -0.373 -6.435 0.119
H -2.278 -7.351 1.494
H -3.766 -5.770 2.688
H -3.397 -3.283 2.507
```

Atomic partial charges in e from the Löwdin method, atoms 1 to 5:
1. H 0.14
2. N -0.06
3. B -0.43
4. N 0.04
5. C -0.02

=====

Entry ii
DFT (the ωB97M-V functional and the def2-TZVPD basis) results for a structure of composition C17H18BN7O3SSr.

* Kohn-Sham gap (alpha / beta): 5.4477 / 6.2373 eV

Structure (XYZ):
```
48
C17H18BN7O3SSr the ωB97M-V functional and the def2-TZVPD basis
H -0.907 -2.130 1.198
N 0.964 -1.656 0.401
B 3.275 -1.622 -0.580
N 2.130 -2.348 0.202
C 1.993 -3.589 0.690
Sr 0.815 1.158 0.128
H 2.851 -4.287 0.616
C 0.736 -3.705 1.196
H 0.280 -4.596 1.682
C 0.112 -2.483 0.990
H 4.213 -2.345 -0.700
C 0.996 2.997 -0.372
H 0.433 3.488 0.667
H 0.308 3.122 -1.358
H 2.056 3.247 -0.539
N 3.669 -0.322 0.202
N 2.716 -1.200 -1.982
N 2.723 0.662 0.626
N 1.733 -0.249 -2.047
C 4.877 0.086 0.618
C 3.002 -1.647 -3.216
H 5.773 -0.607 0.369
H 3.771 -2.413 -3.346
C 4.746 1.257 1.277
C 2.198 -0.971 -4.109
C 3.401 1.577 1.285
C 1.409 -0.107 -3.340
H 5.643 1.862 1.737
H 2.183 -1.078 -5.191
H 2.884 2.459 1.696
H 0.627 0.587 -3.646
H 0.322 1.024 2.207
O -3.310 -1.186 2.899
S -3.543 -1.146 1.482
O -4.107 -2.333 0.845
N -2.262 -0.539 0.660
C -2.480 0.634 0.013
O -1.660 1.240 -0.728
C -3.851 1.147 0.294
C -4.424 2.367 -0.086
C -5.708 2.670 0.373
C -6.415 1.750 1.177
C -5.838 0.520 1.541
C -4.555 0.262 1.083
H -3.846 3.044 -0.722
H -6.169 3.628 0.115
H -7.422 1.993 1.531
H -6.342 -0.222 2.162
```

Atomic partial charges in e from the Löwdin method, atoms 1 to 5:
1. H 0.07
2. N 0.00
3. B -0.47
4. N -0.05
5. C -0.11

=====

Which of them is most stable, and which least? Most stable: entry i; least stable: entry ii.

=====

Entry i
DFT (the ωB97M-V functional and the def2-TZVPD basis) results for a structure of composition CH3N3O2S.

* Kohn-Sham gap: 10.4152 eV

Structure (XYZ):
```
10
CH3N3O2S the ωB97M-V functional and the def2-TZVPD basis
C 1.640 -0.141 0.755
N -3.288 -2.166 -1.268
N -2.573 -1.816 -2.038
N 1.002 0.854 1.222
O 0.112 1.514 -1.587
O -1.479 0.341 -0.148
S -0.649 1.511 -0.325
H 2.559 -0.503 1.340
H 1.433 -0.774 -0.120
H 1.244 1.179 2.168
```

Atomic partial charges in e from the Löwdin method, atoms 1 to 5:
1. C -0.07
2. N 0.01
3. N 0.01
4. N -0.06
5. O -0.47

=====

Entry ii
DFT (the ωB97M-V functional and the def2-TZVPD basis) results for an isolated molecule of CH3N3O2S.

* Kohn-Sham gap: 9.9914 eV

Structure (XYZ):
```
10
CH3N3O2S the ωB97M-V functional and the def2-TZVPD basis
C -1.114 0.612 0.516
N -0.166 0.392 1.158
N 1.256 -1.574 -0.169
N -2.115 0.527 -0.321
O 2.594 0.127 0.846
O 1.026 0.680 -1.010
S 1.480 -0.147 0.028
H 1.730 -1.980 0.552
H -1.825 0.105 -1.203
H -2.865 1.259 -0.397
```

Atomic partial charges in e from the Löwdin method, atoms 1 to 5:
1. C -0.28
2. N 0.11
3. N -0.14
4. N 0.15
5. O -0.28

=====

Entry iii
DFT (the ωB97M-V functional and the def2-TZVPD basis) results for a cluster of 2 separate species, CH3N3O2S in total.

* Kohn-Sham gap: 9.8150 eV
* SMILES: N#[N+][O-].O/N=C/S

Structure (XYZ):
```
10
CH3N3O2S the ωB97M-V functional and the def2-TZVPD basis
N -1.748 -0.732 0.137
N -2.209 0.294 0.042
O -2.672 1.355 0.017
O 0.712 -1.857 -0.206
N 0.579 -0.581 0.301
C 1.458 0.237 -0.134
S 1.431 1.956 0.002
H -0.071 -2.493 0.132
H 2.173 -0.166 -0.897
H 0.346 1.986 0.607
```

Atomic partial charges in e from the Löwdin method, atoms 1 to 5:
1. N 0.23
2. N -0.29
3. O 0.10
4. O -0.13
5. N -0.17

=====

Which of them is most stable, and which least? Most stable: entry i; least stable: entry iii.

=====

Entry i
DFT (the ωB97M-V functional and the def2-TZVPD basis) results for an isolated molecule of C5H8O4.

* Kohn-Sham gap: 9.7872 eV
* SMILES: C=C[C@@]1(O)O[C@]1(O)CO

Structure (XYZ):
```
17
C5H8O4 the ωB97M-V functional and the def2-TZVPD basis
C -2.540 -0.436 -0.434
C -1.609 0.496 -0.566
C -0.265 0.655 0.219
O 0.343 1.836 0.370
O -0.127 -0.120 1.397
C 0.704 -0.623 0.307
O 0.190 -1.777 -0.196
C 2.091 -0.300 0.309
O 2.442 0.236 -0.956
H -3.321 -0.393 -1.145
H -2.752 -1.132 0.369
H -1.668 1.131 -1.462
H 0.318 2.041 1.346
H -0.821 -1.852 -0.045
H 2.787 -1.285 0.295
H 2.205 0.439 1.084
H 2.023 1.083 -0.892
```

Atomic partial charges in e from the Löwdin method, atoms 1 to 5:
1. C 0.01
2. C -0.03
3. C -0.45
4. O 0.05
5. O 0.05

=====

Entry ii
DFT (the ωB97M-V functional and the def2-TZVPD basis) results for an isolated molecule of C5H8O4.

* Kohn-Sham gap: 10.9631 eV
* SMILES: C[C@@](O)(CC=O)C(=O)O

Structure (XYZ):
```
17
C5H8O4 the ωB97M-V functional and the def2-TZVPD basis
C -0.746 1.340 -0.740
C -0.411 0.290 0.316
O -1.212 0.538 1.472
C -0.685 -1.129 -0.156
C 0.386 -1.602 -1.118
O 1.037 -0.891 -1.878
C 1.127 0.434 0.739
O 1.724 1.497 0.801
O 1.656 -0.664 1.323
H -0.091 1.273 -1.613
H -1.784 1.233 -1.075
H -0.648 2.352 -0.330
H -0.996 1.437 1.783
H -0.687 -1.817 0.698
H -1.662 -1.218 -0.644
H 0.449 -2.701 -1.198
H 2.544 -0.373 1.619
```

Atomic partial charges in e from the Löwdin method, atoms 1 to 5:
1. C -0.01
2. C -0.48
3. O 0.01
4. C -0.08
5. C -0.22

=====

Which of them is most stable, and which least? Most stable: entry ii; least stable: entry i.

=====

Entry i
DFT (the ωB97M-V functional and the def2-TZVPD basis) results for a cluster of 2 separate species, CH8N2S in total.

* Kohn-Sham gap: 10.0138 eV
* SMILES: NCN.S

Structure (XYZ):
```
12
CH8N2S the ωB97M-V functional and the def2-TZVPD basis
N -1.450 1.052 0.450
C -1.365 -0.212 -0.255
N -0.296 -1.113 0.182
H -1.633 0.994 1.423
H -0.695 1.647 0.188
H -2.331 -0.694 -0.101
H -1.090 0.068 -1.278
H -0.129 -1.127 1.192
H -0.604 -2.067 0.007
S 2.700 0.247 -0.260
H 3.923 0.763 0.005
H 2.971 0.441 -1.553
```

Atomic partial charges in e from the Löwdin method, atoms 1 to 5:
1. N 0.00
2. C -0.37
3. N -0.05
4. H 0.05
5. H 0.05

=====

Entry ii
DFT (the ωB97M-V functional and the def2-TZVPD basis) results for a cluster of 2 separate species, CH8N2S in total.

* Kohn-Sham gap: 9.6389 eV
* SMILES: NCN.S

Structure (XYZ):
```
12
CH8N2S the ωB97M-V functional and the def2-TZVPD basis
N -1.222 -1.256 0.365
C 0.008 -1.651 0.994
N 0.886 -2.265 -0.063
H -1.306 -1.380 -0.628
H -2.086 -1.571 0.783
H 0.496 -0.704 1.308
H -0.153 -2.367 1.801
H 0.572 -2.079 -1.004
H 1.793 -1.826 0.032
S 0.288 4.939 -0.633
H 1.371 4.836 -1.405
H -0.647 5.323 -1.550
```

Atomic partial charges in e from the Löwdin method, atoms 1 to 5:
1. N -0.03
2. C -0.35
3. N -0.02
4. H 0.05
5. H 0.06

=====

Which of them is most stable, and which least? Most stable: entry i; least stable: entry ii.